Record 1
One molecule with the formula C20H24N4O3S2 in a non-equilibrium geometry. Source: the Open Molecules 2025 dataset; level of theory: ωB97M-V with the def2-TZVPD basis set.

The geometry in XYZ format:
```
53
Properties=species:S:1:pos:R:3:forces:R:3
S -1.798845 1.488874 -2.512743 0.0 0.2 -0.4
S 4.627741 1.274509 0.768091 0.2 -0.2 0.0
O -3.281566 -0.289640 1.369102 -0.1 0.0 0.1
O 5.133674 2.293063 -0.101280 -0.2 -0.1 -0.3
O 4.895245 1.354956 2.174049 -0.2 -0.2 0.0
N -3.415161 0.523895 -0.751872 -0.3 -0.1 0.1
N 5.253469 -0.171464 0.230955 -0.2 1.0 0.4
N -1.227367 0.617624 -0.019937 -0.9 -0.3 0.5
N 4.584252 -2.807611 -0.845943 0.1 0.0 0.0
C 4.095160 -2.316102 0.438240 -0.1 0.3 0.1
C -3.952991 -0.035312 0.379344 0.2 0.0 0.0
C 2.072541 0.580232 1.518446 -0.1 0.0 0.1
C 0.719103 0.422268 1.306826 0.0 0.0 -0.1
C 5.191387 -4.118629 -0.778097 -0.1 0.1 0.0
C -6.108681 -0.501416 -0.862293 0.2 0.1 0.2
C 0.940302 1.396248 -0.891122 -0.1 0.0 -0.1
C 5.060090 -0.425070 -1.183862 0.1 0.1 -0.7
C 5.469373 -1.854284 -1.505635 -0.1 0.1 -0.1
C 0.139623 0.821287 0.095657 0.7 0.2 -0.2
C -5.408041 -0.288231 0.323671 -0.5 -0.1 0.1
C 5.066753 -1.327422 1.084117 -0.1 -0.6 0.4
C -6.098275 -0.345227 1.534871 0.2 0.1 -0.1
C 2.296430 1.555043 -0.667161 0.1 0.0 0.1
C -8.163471 -0.780452 0.375121 0.1 0.0 0.0
C -9.639587 -1.016236 0.403896 -0.1 0.1 0.0
C 2.856581 1.143178 0.526677 0.7 0.1 0.0
C -7.467635 -0.746393 -0.828719 -0.1 0.0 0.0
C -7.456677 -0.579517 1.557204 0.0 0.0 -0.1
C -2.091621 0.859488 -1.017933 0.3 0.1 -0.3
H 6.101619 -4.146505 -0.159312 0.1 0.0 0.0
H -7.979627 -0.612446 2.501613 -0.1 0.0 0.1
H 6.520002 -1.996134 -1.203436 0.0 0.0 0.0
H -9.979635 -1.485468 -0.515624 -0.1 0.0 0.0
H 4.010538 -0.279747 -1.476386 0.1 -0.1 -0.1
H 5.454324 -4.430882 -1.788048 0.1 -0.1 0.0
H -10.162375 -0.065711 0.514252 -0.1 0.0 0.0
H 0.507731 1.720450 -1.822074 0.0 0.0 0.1
H 2.929329 2.021823 -1.405104 0.0 0.1 -0.1
H 2.530708 0.294101 2.451524 0.0 -0.1 0.2
H -1.680407 0.210666 0.811062 0.1 0.1 -0.3
H -9.913629 -1.645690 1.247573 -0.1 0.0 0.0
H 5.674351 0.291966 -1.731264 -0.1 -0.1 -0.1
H 3.133150 -1.814708 0.271238 0.1 -0.1 0.2
H 6.039136 -1.809869 1.241320 -0.1 0.0 0.1
H 0.094531 -0.008298 2.076083 -0.1 0.0 0.1
H -5.546073 -0.196545 2.450343 0.0 0.0 0.1
H 4.469157 -4.827187 -0.376366 0.0 -0.1 0.0
H -4.037317 0.747458 -1.518796 0.2 0.0 0.2
H 5.400722 -2.022066 -2.584883 0.1 0.1 0.1
H -5.600332 -0.517574 -1.815912 0.0 0.0 -0.1
H 3.921314 -3.160784 1.106573 0.0 0.0 0.0
H -7.998040 -0.918571 -1.753902 -0.1 0.0 -0.1
H 4.709321 -0.972210 2.050109 0.1 -0.2 0.1
```
Forces are in eV/Å.

Calculated values
SMILES string: Cc1ccc(C(=O)NC(=S)Nc2ccc(S(=O)(=O)N3CCN(C)CC3)cc2)cc1
F_max: 1.12 eV/A
LUMO energy: -0.36 eV
2S+1: 1
energy relative to the best compared isomer or geometry (same formula, charge and spin): 86.7 kJ/mol

natural (NBO) population analysis, charges in e, atoms 1 to 2: S -0.20; S 2.34

Record 2
One molecule with the formula C20H24N6O3 in a non-equilibrium geometry. Source: the Open Molecules 2025 dataset; level of theory: ωB97M-V with the def2-TZVPD basis set.

The geometry in XYZ format:
```
53
Properties=species:S:1:pos:R:3:forces:R:3
O 2.457731 1.370722 -0.980674 0.5 0.0 -0.5
O -1.252338 -1.304731 -2.805068 -0.3 -0.2 0.3
O 2.567209 3.625712 2.992450 0.2 -1.3 -2.0
N 2.034261 -2.684736 3.318959 0.9 -2.0 0.7
N 2.841961 3.540199 0.715970 0.1 -0.1 -0.1
N 0.640617 -0.157920 -2.507877 1.9 1.3 1.0
N -2.393266 3.169592 1.292187 -0.6 0.3 0.4
N -2.713353 1.430516 0.018770 0.5 -0.4 -1.1
N 1.157538 1.198248 0.882106 -1.1 -0.2 -0.8
C -3.195574 2.125436 1.054073 1.1 1.6 1.6
C -0.119884 -3.677947 2.445595 -0.5 0.7 -0.5
C 2.509328 -1.447790 3.621121 -0.4 0.5 -0.9
C -0.806152 1.649146 -1.654278 0.0 0.2 0.9
C -0.795703 -0.916622 2.168357 -0.6 -2.3 0.0
C 0.584645 -1.845783 -4.229006 -0.4 0.1 0.2
C -1.382955 3.203316 0.330144 -2.4 -2.1 0.3
C 3.172817 4.951338 0.536609 -0.4 -0.4 0.4
C -1.696180 -1.942820 1.716102 2.0 0.7 1.0
C -0.090628 -1.092677 -3.117909 -1.2 -0.2 -0.2
C 0.204883 0.548436 -1.257261 -0.6 -1.1 -1.8
C 2.192177 1.516213 1.835915 0.3 -0.5 0.3
C -1.358909 -3.309285 1.882957 0.6 0.4 -0.3
C 1.836640 0.951622 3.186529 -0.2 0.1 1.7
C 0.445816 -1.278255 2.735794 -0.2 0.4 -0.4
C -1.606441 2.096667 -0.463997 1.0 0.7 -0.8
C 2.577425 2.984272 1.914668 -0.6 2.0 1.5
C 1.627477 -0.528245 3.222529 -2.2 0.5 -0.9
C 1.400413 1.074066 -0.458933 -1.4 -0.4 1.1
C 0.767264 -2.654538 2.817544 -0.6 0.7 -0.1
H -0.615698 3.960953 0.237557 -0.2 -0.1 0.2
H 0.246390 0.896080 1.289595 1.3 0.5 -1.0
H -4.045897 1.825132 1.705338 0.8 0.3 -0.8
H 2.845150 2.911823 -0.092279 0.1 0.4 0.4
H 3.454889 -1.181238 4.005522 1.0 -0.5 0.4
H -2.042439 -4.049632 1.433950 0.5 0.3 0.6
H -0.192262 -2.312939 -4.847500 0.5 0.1 0.1
H 0.179662 -4.710143 2.522879 -0.1 -0.2 0.0
H 4.173957 5.149656 0.913657 0.0 0.2 0.1
H -2.607724 -1.677859 1.212337 -0.3 0.1 0.0
H 3.146519 5.150795 -0.530152 0.0 0.2 0.0
H 3.061317 0.970814 1.510783 0.7 -0.2 -0.3
H 2.590698 -3.513266 3.389874 0.0 -0.2 0.2
H 2.652581 1.177835 3.888545 -0.1 0.1 -0.3
H 0.979865 1.468903 3.645615 0.1 0.0 -0.4
H -0.237136 2.484729 -2.031497 0.2 0.5 -0.1
H 1.226528 -2.584241 -3.763919 0.1 -0.3 -0.1
H 1.204735 -1.149608 -4.772877 0.2 0.0 -0.5
H -1.080332 0.108335 2.122926 -0.5 0.7 -0.1
H 2.436319 5.579621 1.066524 0.4 -0.2 -0.2
H -3.097768 0.598541 -0.398611 0.0 0.0 0.0
H -1.465469 1.360520 -2.466560 0.1 -0.6 0.0
H -0.345340 -0.201335 -0.681232 0.2 0.0 0.1
H 1.564785 0.043247 -2.909036 -0.6 0.0 0.7
```
Forces are in eV/Å.

Calculated values
SMILES string: CNC(=O)[C@@H](Cc1c[nH]c2ccccc12)NC(=O)[C@@H](Cc1cnc[nH]1)NC(C)=O
F_max: 3.18 eV/A
LUMO energy: 0.56 eV
2S+1: 1
energy relative to the best compared isomer or geometry (same formula, charge and spin): 143.4 kJ/mol

natural (NBO) population analysis, charges in e, atoms 1 to 2: O -0.66; O -0.65

Record 3
One molecule with the formula C20H24O6 in a non-equilibrium geometry. Source: the Open Molecules 2025 dataset; level of theory: ωB97M-V with the def2-TZVPD basis set.

The geometry in XYZ format:
```
50
Properties=species:S:1:pos:R:3:forces:R:3
O 2.320416 -2.268600 -0.021847 0.4 0.1 0.5
O -3.846911 0.549168 -2.212157 0.3 0.0 0.0
O -2.002254 -0.790848 2.114749 0.1 0.4 -0.4
O -4.218946 0.218027 0.692948 0.4 -0.4 -0.3
O 1.528881 1.838302 -2.220116 -0.1 0.0 0.0
O 1.109665 -4.072969 -0.368492 0.2 0.3 0.0
C -0.577018 -0.595984 -1.232390 -0.2 0.1 -0.1
C 1.002807 -2.376029 -2.067477 0.0 0.2 0.0
C 3.354013 1.744344 -0.679304 0.0 0.2 0.1
C 4.849068 1.662547 1.327747 -0.2 -0.1 -0.2
C -2.904837 -1.809728 2.509198 -0.2 -0.3 0.1
C -3.028357 -0.064343 0.037133 -0.3 0.2 0.2
C -1.932344 -0.567746 0.754829 0.1 -0.1 0.0
C 1.437949 -2.991732 -0.761946 -0.6 -0.7 -0.5
C 2.172495 1.175890 -1.435522 0.4 0.1 0.3
C 3.570328 1.108366 0.697286 0.1 0.0 0.0
C -0.722353 -0.816196 0.129881 -0.2 0.0 0.2
C -4.138818 1.279678 1.627235 0.0 0.3 0.2
C 2.381351 1.417490 1.609113 0.1 0.0 -0.1
C 3.715738 -0.407607 0.501817 -0.1 0.0 0.0
C 0.733281 -0.871611 -1.937724 0.1 0.0 0.1
C -5.153589 0.861289 -1.782043 -0.4 0.0 0.0
C 1.883976 -0.243012 -1.195980 -0.3 -0.6 -0.2
C -1.666450 -0.149084 -1.951447 -0.1 0.0 0.1
C -2.895149 0.122404 -1.345156 0.1 -0.1 0.0
C 2.592629 -0.961159 -0.311532 0.0 0.6 -0.3
H -5.126860 1.352398 2.078958 0.0 0.1 0.0
H 3.739195 -0.927296 1.461446 0.0 0.0 0.0
H 0.122392 -2.908968 -2.425627 0.1 0.0 0.1
H 4.660433 -0.623271 -0.008521 0.0 0.0 0.0
H 0.082946 -1.188923 0.742473 0.1 0.0 0.1
H 4.236501 1.571960 -1.304185 0.1 0.0 0.0
H -5.709054 1.070170 -2.696457 0.0 0.0 0.1
H -2.584666 -2.779193 2.113432 0.0 0.1 0.0
H 5.712162 1.466540 0.695291 0.1 0.0 -0.1
H -3.924771 -1.605088 2.175377 0.1 0.0 0.0
H 5.023535 1.203598 2.297965 0.0 0.0 0.1
H -5.616202 0.026473 -1.252562 0.0 0.1 -0.1
H -2.871306 -1.831485 3.597041 0.0 -0.1 0.0
H -3.392215 1.087115 2.400739 -0.1 0.0 0.0
H 2.287644 2.491464 1.750915 0.0 0.1 0.0
H -5.168688 1.748274 -1.143610 0.0 -0.1 0.0
H 2.519211 0.955977 2.584194 0.0 -0.1 0.1
H -3.894692 2.222556 1.124564 0.0 -0.1 0.0
H 4.766546 2.737269 1.468823 0.0 0.1 0.0
H 3.219913 2.823998 -0.594927 0.0 0.0 0.0
H 1.819226 -2.538506 -2.779163 0.0 0.0 0.0
H 1.451125 1.051269 1.182028 -0.2 0.0 0.0
H 0.677419 -0.424002 -2.934044 0.0 -0.1 0.1
H -1.595385 0.026822 -3.012955 0.0 0.0 -0.2
```
Forces are in eV/Å.

Calculated values
SMILES string: COc1cc([C@@H]2CC(=O)OC3=C2C(=O)CC(C)(C)C3)cc(OC)c1OC
F_max: 1.08 eV/A
LUMO energy: 0.46 eV
2S+1: 1
energy relative to the best compared isomer or geometry (same formula, charge and spin): 0.0 kJ/mol

natural (NBO) population analysis, charges in e, atoms 1 to 2: O -0.50; O -0.51

Record 4
C20H25BaIN4O3 as an isolated structure in a non-equilibrium geometry. Source: the Open Molecules 2025 dataset; level of theory: ωB97M-V with the def2-TZVPD basis set.

The geometry in XYZ format:
```
54
Properties=species:S:1:pos:R:3:forces:R:3
Ba 1.498252 -1.935280 -1.039050 -2.7 1.5 -0.2
I 3.748492 0.285880 -0.167155 0.6 -1.3 0.0
O 1.187827 -1.730165 1.503504 -0.6 1.0 0.4
O -2.123200 0.958892 -0.121533 0.6 -0.7 0.6
O -2.338380 -0.820370 4.062009 0.8 0.6 -0.7
N -1.547058 -0.595337 -2.677590 0.1 0.6 -0.2
N -0.335241 -0.338663 0.614240 0.1 0.2 0.0
N -2.185299 0.107766 1.983193 -0.3 0.1 0.3
N 0.627758 1.157253 -2.533111 -0.2 0.3 0.1
C -0.092997 -0.424629 3.111175 -0.2 -0.6 0.3
C 0.411144 -1.435888 4.161639 -0.6 -0.1 0.0
C -1.550000 0.296036 0.734878 0.4 0.4 0.2
C -0.522967 1.582569 -3.088249 0.6 0.6 -0.3
C -2.632842 -1.354418 -2.583956 -0.8 0.3 -0.1
C -3.933307 -0.931440 -2.881430 0.4 0.4 -0.1
C -1.705024 0.687181 -3.046749 -1.4 -0.4 -0.3
C 1.632373 2.029666 -2.458647 0.4 0.6 -0.2
C -4.112640 0.387615 -3.305388 0.4 -0.1 0.1
C 1.599148 3.346540 -2.949820 -0.4 -0.5 0.2
C 0.428797 3.774877 -3.580971 0.1 -0.6 0.1
C 1.910940 -1.560716 4.307310 0.4 -0.2 0.0
C 0.362051 1.034419 3.422436 -0.7 0.0 0.0
C -0.622360 2.869365 -3.680494 0.1 -0.5 0.4
C 4.243266 -1.717720 -1.038209 3.1 0.6 0.2
C -1.639591 -0.431326 3.138434 -0.3 -0.1 0.0
C 0.272774 -0.856005 1.683801 0.5 -0.6 -0.7
C 1.788486 1.417811 3.082120 0.4 0.1 0.0
C -2.985171 1.210568 -3.371616 0.5 -0.3 0.2
C -0.567946 -3.166059 -1.168715 -0.8 -1.6 0.0
H 4.985563 -2.059973 -0.311491 -0.1 0.0 -0.1
H 2.135065 -2.491587 4.834759 0.1 0.1 0.0
H 2.518862 0.830704 3.647742 -0.1 0.2 -0.3
H -0.728245 -2.806043 -2.208158 0.1 -0.4 0.4
H -3.074141 2.265099 -3.641519 -0.2 -0.5 0.1
H -0.032206 -1.167650 5.132793 0.0 -0.1 -0.3
H 2.372149 -1.615369 3.316864 0.1 0.1 0.4
H 2.539105 1.669587 -1.948536 -0.6 0.4 -0.6
H 4.814235 -1.423906 -1.923243 -0.2 -0.1 0.1
H 2.468884 3.985656 -2.830538 -0.2 -0.1 0.0
H -4.740582 -1.648915 -2.753412 0.0 0.3 -0.1
H 2.007363 1.308473 2.009773 -0.2 0.0 0.3
H -2.495460 -2.368166 -2.227061 0.1 0.1 -0.1
H -3.148480 0.404602 2.021681 -0.1 -0.1 0.0
H -1.361399 -2.765888 -0.522081 0.1 -0.2 -0.2
H -0.591344 -4.270949 -1.150168 -0.3 0.2 -0.1
H 2.340303 -0.738139 4.884902 0.0 -0.1 0.0
H 0.323229 4.777667 -3.988108 0.1 -0.2 0.0
H -0.001357 -2.419089 3.892195 0.0 0.3 0.1
H 1.929661 2.474817 3.341202 0.1 -0.2 -0.1
H -1.532371 3.136500 -4.208312 0.3 0.1 0.2
H -5.098670 0.785275 -3.561712 0.3 -0.2 0.1
H 0.182799 1.185053 4.499486 0.0 0.0 -0.3
H -0.315365 1.727482 2.897875 0.2 -0.2 0.1
H 3.685116 -2.623662 -1.316988 0.1 0.8 0.4
```
Forces are in eV/Å.

Calculated values
F_max: 3.14 eV/A
LUMO energy: -1.43 eV
2S+1: 1

Mulliken population analysis, charges in e, atoms 1 to 2: Ba 1.51; I 0.16